# 1
43
Properties=species:S:1:pos:R:3:forces:R:3 method="wB97M-V/def2-TZVPD" de_lowest_kj_mol=273.93 energy_ev=-29129.780 homo_lumo_gap_ha=0.383 charge=+1
O -0.44537 -3.55629 -1.10858 0.6 0.4 -0.7
H -1.07021 2.82302 -1.49770 0.3 0.3 -0.1
O 0.87094 3.33831 -0.45273 0.4 -0.2 -0.7
H 2.68510 -3.54885 -2.25011 0.9 -0.4 -0.4
H -1.52795 1.15353 2.61118 -1.2 -1.0 0.2
O 0.12873 -3.09095 2.03649 1.1 -0.4 -0.1
H 2.89281 0.65932 0.58919 -0.6 0.2 -0.5
H 0.78970 -3.65950 2.47168 -0.7 0.2 0.6
O 2.60221 -2.63196 -2.49283 -0.7 1.5 -0.1
H -3.12291 1.98403 -4.01310 0.2 -0.9 -0.2
H 3.19063 -2.23634 -3.15410 0.0 -1.2 0.2
O -2.79553 -1.70739 1.59510 0.6 -0.8 0.2
H -3.30042 -2.34619 2.13799 0.2 0.6 -0.3
H -1.90632 -2.11063 1.56565 -0.3 -0.2 -0.2
O -3.57104 1.63843 0.75563 0.2 -0.2 -0.2
H -2.22824 -0.28929 2.17330 -0.6 0.5 1.8
H 1.69432 0.60337 -0.43561 0.3 -0.2 0.0
O 1.67931 3.51411 2.45679 1.5 -1.1 0.9
H 2.35009 3.83127 3.08426 -0.6 1.2 0.1
H 0.35866 2.55010 -0.24802 -0.1 0.1 0.2
O -1.33434 1.90276 -1.43940 -0.4 -0.3 0.7
H -1.45871 1.60386 -2.35036 -0.2 -0.1 -0.2
H -3.04037 0.92191 1.83917 0.4 0.7 1.4
O -2.18228 1.75254 -4.15205 -1.0 0.8 0.5
H -0.66263 -3.97330 -1.95376 -0.5 -0.3 0.3
H 0.33731 -3.07164 -1.41423 0.1 0.0 0.4
O 1.10376 -0.47338 -1.94516 -0.2 -0.1 0.6
H 3.23474 -2.88887 1.02662 -0.2 -1.1 -0.3
H 0.54502 -3.11662 1.16737 -0.5 0.2 -0.6
O 2.09210 1.13043 0.28955 0.5 -0.8 0.5
H -4.15257 1.10399 0.19596 0.1 0.2 0.0
H 0.28786 2.44662 2.30104 -0.7 0.1 0.1
O -0.23215 1.63241 2.10310 -0.1 1.0 0.4
H -1.87230 2.65726 -4.05141 0.9 0.2 -0.4
H 0.44010 1.06124 1.75081 0.5 -0.8 -0.6
O 3.33727 -3.13859 0.08322 0.1 1.5 1.5
H 1.67273 2.91171 -0.82177 -0.5 0.7 0.4
H 3.71168 -2.27055 -0.14766 0.0 -0.5 -1.0
O -2.43939 0.57491 2.71161 1.1 0.0 -2.7
H 0.31180 -0.97077 -1.71292 -0.5 0.5 -0.1
H -2.78748 1.87404 0.21717 -0.3 -0.1 -0.3
H 1.72943 -1.21248 -1.99868 0.4 -0.1 -0.3
H 2.08392 2.62445 2.47730 -0.5 0.0 -0.9

---

# 2
17
Properties=species:S:1:pos:R:3:forces:R:3 method="wB97M-V/def2-TZVPD" de_lowest_kj_mol=319.75 energy_ev=-10349.307 homo_lumo_gap_ha=0.351 charge=+1
C -2.83925 0.56227 -0.26633 -0.2 -1.5 1.7
C -2.70058 -0.54348 0.53082 0.8 3.6 -3.0
C -0.69613 0.03402 -0.20977 1.3 0.3 0.2
C 2.17344 0.75689 0.44990 -0.5 1.7 1.3
C 1.73895 -0.29084 -0.48533 -1.2 -0.3 3.2
N -1.55158 0.97348 -0.61186 -0.3 -0.2 -1.4
N 1.86445 -1.54560 -0.05038 0.0 2.4 -2.0
O -1.36775 -0.85501 0.53364 0.1 -0.1 0.2
H -3.81647 0.92011 -0.49663 0.0 1.0 -0.4
H -3.51544 -0.88234 1.06938 -0.7 -1.8 1.3
H 3.20802 1.00487 0.14190 -0.4 0.2 0.1
H 1.53305 1.71167 0.58710 1.1 -1.6 -0.9
H 2.24066 0.34125 1.46824 0.1 0.1 -0.3
H 1.46516 -0.00638 -1.46279 0.5 -0.5 -1.3
H 1.86857 -2.17047 -0.82630 -0.4 -1.5 0.4
H -1.26184 1.72205 -1.29575 -0.7 -1.3 1.3
H 1.65673 -1.73249 0.92416 0.6 -0.5 -0.3

---

# 3
9
Properties=species:S:1:pos:R:3:forces:R:3 method="wB97M-V/def2-TZVPD" de_lowest_kj_mol=195.11 energy_ev=-32092.570 smiles="F[SiH2]F.[SiH2]=S" homo_lumo_gap_ha=0.299 charge=0
F -0.10319 1.19390 -0.02228 0.1 0.2 0.3
Si -1.13394 0.86579 -1.20373 -0.4 -1.6 2.6
F -2.59984 1.16377 -0.61873 0.4 -0.5 -0.2
H -0.78439 -0.53873 -1.42709 -0.5 -0.1 -0.3
H -0.95621 1.76846 -2.18613 0.5 1.8 -2.3
Si 1.38131 -1.03031 1.51215 1.7 -2.1 -3.3
S 2.22402 -2.21404 0.06812 -0.9 1.6 1.9
H 0.15562 -1.49212 2.03105 -1.2 -0.1 0.9
H 1.81661 0.28328 1.84662 0.3 0.8 0.5